No. 1
DFT (ωB97M-V with the def2-TZVPD basis set) results for a cluster of 2 separate species, C4H12O in total.

Geometry as XYZ:
```
17
Properties=species:S:1:pos:R:3:mulliken_charge:R:1
C -1.650 -0.146 -0.369 -1.40
C -1.855 0.782 0.829 0.82
C -1.849 -0.091 2.181 -1.23
C -0.934 2.009 0.743 -1.50
H -2.183 0.197 -1.287 0.33
H -0.621 -0.183 -0.683 0.33
H -2.167 -1.097 -0.182 0.41
H -2.871 1.208 0.896 0.15
H -2.892 -0.357 2.306 0.30
H -1.287 0.619 2.792 0.40
H -1.433 -1.091 2.047 0.28
H -1.096 2.453 -0.260 0.37
H -1.266 2.798 1.412 0.40
H 0.152 1.807 0.702 0.36
H 5.158 -1.303 -3.007 0.32
H 5.672 -2.623 -3.521 0.32
O 5.306 -2.221 -2.734 -0.64
```

energy: -6389.231 eV
LUMO level: 1.0209 eV
SMILES: CC(C)C.O
relative energy (zero: lowest compared OMol25 entry of this formula, charge and spin): 0.8900 eV

---

No. 2
DFT (ωB97M-V with the def2-TZVPD basis set) results for a cluster of 3 separate species, C4H12O2 in total.

Geometry as XYZ:
```
18
Properties=species:S:1:pos:R:3:mulliken_charge:R:1
C 3.525 1.144 0.524 -1.17
C 2.040 1.356 0.575 -0.04
C 1.138 0.478 0.984 -0.12
C -0.333 0.907 0.865 -1.09
H 3.805 0.103 0.488 0.31
H 4.016 1.744 -0.229 0.33
H 3.908 1.572 1.469 0.26
H 1.707 2.376 0.392 0.30
H 1.268 -0.587 1.139 0.32
H -0.451 1.394 -0.097 0.29
H -1.102 0.132 0.891 0.35
H -0.598 1.547 1.713 0.26
H 0.697 -6.992 -0.950 0.32
H -0.485 -7.050 0.084 0.32
O 0.046 -6.461 -0.476 -0.65
H -4.739 2.684 -1.834 0.32
H -5.200 3.906 -1.098 0.31
O -5.227 3.512 -1.947 -0.63
```

energy: -8436.486 eV
LUMO level: 0.7828 eV
SMILES: C/C=C/C.O.O
relative energy (zero: lowest compared OMol25 entry of this formula, charge and spin): 1.0276 eV

---

No. 3
DFT (ωB97M-V with the def2-TZVPD basis set) results for a cluster of 2 separate species, C4H12O2 in total.

Geometry as XYZ:
```
18
Properties=species:S:1:pos:R:3:mulliken_charge:R:1
C -1.620 -1.863 -1.471 -1.21
C -0.572 -1.275 -0.553 -0.63
C -0.578 0.256 -0.537 0.35
C 0.745 0.822 0.009 -1.31
O -1.682 0.676 0.270 -0.58
H -1.725 -1.240 -2.355 0.33
H -2.627 -1.824 -1.036 0.28
H -1.486 -2.910 -1.744 0.34
H -0.642 -1.545 0.510 0.37
H 0.443 -1.603 -0.772 0.39
H -0.720 0.600 -1.568 0.25
H 1.384 0.066 0.456 0.44
H 1.364 1.279 -0.765 0.28
H 0.552 1.522 0.818 0.37
H -1.714 1.638 0.207 0.33
H 3.319 1.763 1.322 0.32
H 2.391 1.163 2.426 0.33
O 3.230 1.049 1.960 -0.65
```

energy: -8437.219 eV
LUMO level: 0.7736 eV
SMILES: CC[C@H](C)O.O
relative energy (zero: lowest compared OMol25 entry of this formula, charge and spin): 0.2952 eV

---

No. 4
DFT (ωB97M-V with the def2-TZVPD basis set) results for a cluster of 3 separate species, C4H12O2 in total.

Geometry as XYZ:
```
18
Properties=species:S:1:pos:R:3:mulliken_charge:R:1
C 0.441 -1.019 1.779 -0.98
C 0.947 0.485 1.585 -0.53
C 0.072 1.352 0.700 -0.11
C 0.189 1.250 -0.608 -0.67
H 1.219 -1.605 2.290 0.33
H -0.439 -1.021 2.428 0.29
H 0.174 -1.433 0.813 0.24
H 1.977 0.418 1.254 0.35
H 0.979 0.928 2.594 0.31
H -0.502 2.152 1.174 0.37
H -0.129 1.854 -1.455 0.28
H 0.586 0.421 -1.151 0.10
H -2.585 -0.575 -1.714 0.31
H -2.016 0.378 -0.634 0.34
O -1.997 0.172 -1.572 -0.64
H -0.188 -1.326 -1.944 0.33
H 0.776 -0.805 -2.983 0.33
O 0.496 -1.629 -2.554 -0.66
```

energy: -8436.272 eV
LUMO level: 0.6995 eV
SMILES: C=CCC.O.O
relative energy (zero: lowest compared OMol25 entry of this formula, charge and spin): 1.2417 eV

---

No. 5
DFT (ωB97M-V with the def2-TZVPD basis set) results for a cluster of 2 separate species, C4H12O2 in total.

Geometry as XYZ:
```
18
Properties=species:S:1:pos:R:3:lowdin_spin:R:1
C 0.690 2.721 0.413 0.04
C -0.037 1.394 0.649 0.05
C 0.855 0.245 0.249 0.19
C 0.276 -1.160 0.797 0.22
O 1.019 0.149 -1.075 0.44
H 1.584 2.779 1.045 0.00
H 1.079 2.782 -0.603 0.00
H 0.054 3.548 0.704 0.01
H -1.028 1.348 0.178 0.00
H -0.315 1.283 1.701 0.00
H 1.863 0.280 0.656 0.03
H 0.904 -1.933 0.388 0.00
H -0.745 -1.228 0.446 0.01
H 0.373 -1.172 1.876 0.01
H 0.216 0.435 -1.560 0.00
H -2.744 -3.942 -1.342 0.00
H -1.975 -4.045 -2.652 0.00
O -2.068 -3.483 -1.870 0.00
```

energy: -8427.740 eV
2S+1: 2
LUMO level (alpha / beta): -3.1119 / -9.3399 eV
relative energy (zero: lowest compared OMol25 entry of this formula, charge and spin): 0.4212 eV
net charge: +1

---

No. 6
DFT (ωB97M-V with the def2-TZVPD basis set) results for a cluster of 3 separate species, C4H12O2 in total.

Geometry as XYZ:
```
18
Properties=species:S:1:pos:R:3:lowdin_spin:R:1
C -1.565 2.956 1.767 0.08
C -1.758 1.656 1.159 0.36
C -0.712 0.723 1.038 0.36
C -0.878 -0.649 0.572 0.08
H -0.605 3.158 2.195 0.00
H -1.828 3.732 1.054 0.03
H -2.306 3.077 2.578 0.03
H -2.729 1.398 0.743 0.01
H 0.308 1.022 1.270 0.01
H -1.522 -0.688 -0.305 0.02
H 0.042 -1.194 0.418 0.00
H -1.406 -1.181 1.389 0.03
H 7.332 1.585 0.091 0.00
H 6.911 0.672 1.226 0.00
O 6.893 0.748 0.264 0.00
H -2.419 -3.783 -4.071 0.00
H -3.781 -4.271 -3.997 0.00
O -2.882 -4.633 -3.971 0.00
```

energy: -8427.861 eV
2S+1: 2
LUMO level (alpha / beta): -4.9799 / -8.5119 eV
relative energy (zero: lowest compared OMol25 entry of this formula, charge and spin): 0.3001 eV
net charge: +1

---

No. 7
DFT (ωB97M-V with the def2-TZVPD basis set) results for a cluster of 2 separate species, C4H12O2S2 in total.

Geometry as XYZ:
```
20
Properties=species:S:1:pos:R:3:mulliken_charge:R:1
C -0.473 0.268 0.982 0.07
C 0.406 1.323 1.685 -0.80
O 0.732 2.414 0.810 -0.54
C -0.363 -1.102 1.659 -0.72
S 0.423 -2.314 0.550 -0.10
S -1.010 -2.833 -0.756 -0.09
C -1.194 -1.580 -2.051 -0.73
H -1.474 0.675 0.929 0.35
H -0.064 0.259 -0.028 -0.05
H -0.123 1.653 2.596 0.36
H 1.378 0.959 2.014 0.38
H -0.095 2.847 0.587 0.31
H -1.366 -1.435 1.916 0.34
H 0.295 -1.085 2.530 0.42
H -2.274 -1.643 -2.257 0.29
H -1.044 -0.536 -1.757 0.21
H -0.636 -1.794 -2.943 0.31
H 2.499 1.095 -1.456 0.31
H 1.895 1.788 -2.588 0.31
O 2.487 1.041 -2.420 -0.64
```

energy: -30107.627 eV
LUMO level: 0.5788 eV
SMILES: CSSCCCO.O
relative energy (zero: lowest compared OMol25 entry of this formula, charge and spin): 0.1744 eV

---

No. 8
DFT (ωB97M-V with the def2-TZVPD basis set) results for a cluster of 3 separate species, C4H12O3 in total.

Geometry as XYZ:
```
19
Properties=species:S:1:pos:R:3:mulliken_charge:R:1
C 0.360 2.174 1.048 -1.10
C 0.998 1.680 -0.243 -0.32
C 0.451 0.561 -0.891 0.88
O -0.767 0.067 -0.553 -0.59
C 1.070 -0.053 -2.037 -1.43
H -0.411 2.874 0.736 0.27
H 1.145 2.766 1.645 0.26
H -0.106 1.446 1.666 0.41
H 1.877 2.226 -0.670 0.31
H -0.874 -0.989 -0.722 0.29
H 0.929 0.512 -3.009 0.30
H 0.656 -1.008 -2.252 0.34
H 2.138 0.179 -2.150 0.34
H -0.384 -0.579 1.177 0.42
H 0.758 -0.496 2.221 0.33
O -0.038 -0.981 1.902 -0.67
H -1.961 -2.491 1.134 0.30
H -0.971 -3.143 0.256 0.33
O -1.703 -2.519 0.239 -0.66
```

energy: -10483.399 eV
LUMO level: 0.6351 eV
SMILES: C/C=C(/C)O.O.O
relative energy (zero: lowest compared OMol25 entry of this formula, charge and spin): 1.7405 eV